Entry 1:
The following is a DFT calculation (ωB97M-V/def2-TZVPD) of 3 unconnected molecules or ions with the total composition C42H50Cl2N2O13P2S2 at a distorted geometry.

```
113
Properties=species:S:1:pos:R:3:forces:R:3:lowdin_charge:R:1
C -1.6089 -0.7056 3.1365 0.3110 -0.2100 -0.5804 -0.02
C -0.8717 -0.3638 1.8841 -0.3410 0.2795 0.1388 -0.38
C -0.5926 -1.5297 0.9738 0.7257 0.1043 0.2355 -0.01
N -0.5299 0.8412 1.6626 0.4489 0.0663 -0.1367 0.16
C 0.3324 1.1134 0.5827 -0.2455 -0.2458 -0.1333 -0.20
C 1.6631 0.7201 0.6743 -0.0980 0.4393 -0.3457 0.06
C 2.4998 0.9732 -0.3948 0.0523 -0.0974 -0.0107 -0.08
C 2.0695 1.6156 -1.5539 -0.3410 -0.1469 0.1415 -0.02
C 0.7368 2.0448 -1.6365 0.5530 -0.0940 0.4830 -0.05
C 0.2410 2.7439 -2.8443 -0.1155 0.0537 -0.4490 -0.19
C 0.4748 4.0886 -3.0875 0.0290 -0.1820 0.3071 -0.01
C -0.0394 4.6724 -4.2255 -0.0666 0.6577 -0.3325 -0.13
N -0.7463 4.0526 -5.1752 0.3827 -0.4099 0.7375 0.08
C -0.9297 2.7562 -4.9299 -0.4310 -0.1531 -0.6205 -0.15
C -0.4883 2.0714 -3.8145 0.1110 -0.0176 0.2751 -0.02
C -0.1252 1.7854 -0.5633 -0.3821 0.2437 -0.3734 -0.07
C -1.5704 2.2156 -0.6461 -0.1490 -0.2645 0.5999 -0.12
C -2.5336 1.0592 -0.9280 -0.2890 0.4786 -0.2412 -0.12
C -3.9583 1.5098 -1.1629 -0.4797 0.3128 0.0744 -0.20
C -4.8376 0.6797 -1.8618 0.0545 -0.0514 -0.0161 -0.04
C -6.1442 1.0546 -2.1359 -0.3300 0.3554 0.0425 -0.09
C -6.6320 2.2890 -1.7098 0.6782 -0.2617 0.2102 -0.10
C -5.7789 3.1034 -0.9748 -0.2143 0.0993 -0.2425 -0.10
C -4.4678 2.7309 -0.7068 -0.0777 -0.1721 -0.1671 -0.05
C 3.0832 1.7911 -2.6379 -0.0306 -0.4411 0.4232 -0.25
O 3.1844 2.8081 -3.2678 0.0064 0.5616 -0.5600 0.15
C 4.0158 0.6211 -2.8182 0.0401 -0.2327 -0.0023 0.00
C 4.4483 0.1628 -4.0676 0.2192 0.2217 0.5311 -0.14
C 4.0049 0.7993 -5.3581 -0.4835 -0.3846 -0.2917 -0.10
C 3.0682 -0.1371 -6.1726 0.8786 0.5962 -0.2732 -0.17
O 1.8107 0.5063 -6.4198 -0.0662 0.2377 1.0393 -0.01
C 0.7532 -0.3087 -6.3348 -0.2272 0.5668 -0.2142 -0.36
O 0.7629 -1.4646 -6.5909 0.0962 -1.2949 -0.0506 0.10
C 5.3182 -0.9407 -4.0589 -0.4204 -0.2098 -0.3004 -0.39
P 6.0280 -1.7001 -5.5616 1.6788 0.0742 -0.0825 0.93
P 5.3074 -3.7357 -5.2519 -1.8481 0.5088 0.9409 0.25
O 4.1087 -3.7826 -4.3875 0.0417 -0.1852 -0.1389 -0.32
O 4.9893 -4.4053 -6.6641 0.6037 -0.0582 -0.0416 -0.16
O 6.5305 -4.4596 -4.5393 0.5172 -0.0185 -0.5802 -0.17
C 5.7152 -1.5580 -2.8801 -0.0871 0.2520 0.1653 -0.11
C 5.2780 -1.1128 -1.6396 -0.2300 0.5570 -0.0831 -0.20
C 5.6813 -1.7972 -0.3539 0.4188 -0.2828 -0.2220 -0.59
Cl 5.5745 -3.5751 -0.6688 0.1100 0.1179 0.1296 0.63
C 7.0645 -1.2870 0.2085 -0.1386 -0.9236 -0.4098 -0.68
C 7.9323 -0.5757 -0.8078 0.2153 0.1668 0.4946 -0.12
Cl 8.0405 -2.6514 0.8843 -0.1116 0.1386 0.1601 0.57
C 4.4305 -0.0070 -1.6331 0.0477 -0.1510 -0.1507 -0.02
C 3.9150 0.5455 -0.3532 -0.1101 0.2077 -0.4502 -0.28
O 4.6099 0.6633 0.6249 0.2792 -0.2218 0.6694 0.14
H -1.6464 0.1222 3.8289 -0.1051 0.1362 0.0244 0.07
H -2.5969 -1.0549 2.8374 -0.2144 -0.0193 0.3360 0.09
H -1.0715 -1.5437 3.5771 -0.1927 -0.1598 0.2683 0.08
H 0.4536 -1.8103 1.1199 0.0599 -0.1061 -0.0501 0.09
H -1.1780 -2.4002 1.2452 -0.2708 -0.0065 -0.1235 0.08
H -0.6834 -1.2675 -0.0745 -0.1966 -0.0237 -0.1534 0.08
H 2.0338 0.2253 1.5575 0.0632 -0.0200 0.1338 0.13
H 1.0549 4.6777 -2.3958 0.0602 0.0820 0.0657 0.12
H 0.1364 5.7300 -4.3775 -0.0060 0.0740 -0.1022 0.11
H -1.4809 2.2062 -5.6846 -0.0965 0.0358 -0.0717 0.10
H -0.7177 1.0221 -3.6971 -0.0063 -0.1134 -0.0321 0.11
H -1.8386 2.6297 0.3267 -0.0198 0.0818 0.1037 0.12
H -1.7370 2.9953 -1.3832 0.2137 0.0778 -0.1214 0.12
H -2.5310 0.3755 -0.0862 0.0850 -0.2645 0.0887 0.11
H -2.2203 0.5313 -1.8289 0.1394 -0.2165 0.0497 0.11
H -4.4867 -0.2846 -2.2096 0.0508 -0.0285 -0.0345 0.11
H -6.8092 0.4135 -2.6967 0.1130 -0.2089 -0.0573 0.10
H -7.6363 2.6070 -1.9397 -0.1254 -0.0112 -0.0257 0.10
H -6.1416 4.0645 -0.6341 0.0596 0.0573 0.0827 0.10
H -3.8720 3.4288 -0.1407 0.2466 -0.0757 0.0720 0.11
H 3.4895 1.7344 -5.1795 -0.0124 0.0743 0.0517 0.11
H 4.8755 1.0352 -5.9665 0.1391 0.0755 0.0003 0.12
H 3.5296 -0.3079 -7.1394 -0.1158 -0.3480 -0.1611 0.11
H 2.9362 -1.0728 -5.6382 -0.2351 -0.2061 -0.1766 0.12
H -0.1469 0.2055 -6.0030 -0.1071 0.4620 -0.1253 0.12
H 5.2945 -1.2542 -6.6640 -0.5111 -0.2729 0.1634 -0.08
H 4.1702 -4.9043 -6.5225 -0.0940 0.0291 -0.2318 0.09
H 6.2012 -5.1907 -3.9985 0.0088 0.0096 0.1385 0.09
H 6.3691 -2.4170 -2.9093 0.0490 -0.0981 -0.0928 0.08
H 4.9501 -1.6320 0.4198 -0.1734 0.0366 0.0696 0.09
H 6.8320 -0.6703 1.0644 0.0102 0.2468 0.0142 0.09
H 8.9367 -0.5137 -0.4003 0.1211 0.0902 -0.0108 0.07
H 7.9848 -1.1192 -1.7426 0.0068 -0.0207 -0.1668 0.07
H 7.5839 0.4420 -0.9640 -0.1942 0.0387 -0.2347 0.09
C -3.9632 -4.1316 7.8344 0.0958 0.0705 -0.2181 -0.07
C -3.1929 -3.1858 8.7336 -0.5548 -0.1806 0.1361 -0.25
O -1.8464 -2.9570 8.2648 0.0515 0.1021 -0.0092 -0.26
S -1.6457 -1.9494 7.0541 0.6067 -0.3032 0.2717 0.57
C 0.0958 -1.7594 7.2170 0.0624 0.0167 0.0463 -0.11
O -2.2887 -0.7083 7.3652 -0.2244 -0.0919 -0.0924 -0.28
O -1.9207 -2.6289 5.8263 -0.2243 0.1775 -0.0853 -0.27
H -4.1613 -3.6815 6.8623 -0.0130 0.0105 0.0126 0.07
H -4.9182 -4.3872 8.2936 0.0238 0.0099 0.0623 0.08
H -3.3953 -5.0458 7.6632 -0.0197 -0.0249 0.0690 0.09
H -3.7100 -2.2319 8.8476 0.1184 0.0694 -0.0747 0.11
H -3.0820 -3.6171 9.7263 0.2169 0.0317 -0.0154 0.12
H 0.3099 -1.2887 8.1723 -0.0140 0.0038 0.0035 0.08
H 0.4285 -1.1254 6.3977 -0.0594 0.0111 -0.0232 0.08
H 0.5622 -2.7385 7.1495 -0.0289 -0.0103 -0.0154 0.08
C -3.6990 1.5125 5.5254 0.0367 0.1475 -0.0583 -0.07
C -5.0396 0.8235 5.3838 0.4415 -0.1443 0.4187 -0.24
O -5.8366 1.3930 4.3223 -0.2025 -0.0002 -0.2110 -0.26
S -5.4993 0.9657 2.8275 -0.3110 0.3246 0.2701 0.56
C -6.9303 1.6025 2.0505 -0.2884 0.0434 -0.0172 -0.11
O -5.5074 -0.4644 2.7467 0.3351 -0.0764 -0.0636 -0.28
O -4.3758 1.7246 2.3705 0.2945 -0.2857 -0.0597 -0.28
H -3.0651 1.3202 4.6639 -0.0205 0.0233 -0.0268 0.05
H -3.1860 1.1506 6.4167 -0.1208 0.0134 -0.0862 0.05
H -3.8299 2.5924 5.6005 -0.0549 0.0047 0.0341 0.09
H -4.9260 -0.2500 5.2247 -0.0300 0.0162 -0.1362 0.11
H -5.6258 0.9590 6.2907 -0.1803 0.0736 -0.1246 0.12
H -7.8127 1.0822 2.4135 0.0483 -0.0486 0.0354 0.08
H -6.7970 1.4336 0.9830 0.0317 0.0135 -0.0040 0.06
H -6.9971 2.6671 2.2586 0.0488 0.0078 -0.0282 0.08
```
Positions in Å, forces in eV/Å.

highest occupied orbital energy = -8.746 eV
LUMO level = -0.7 eV
SMILES = CC(C)=Nc1cc2c(c(-c3ccncc3)c1CCc1ccccc1)C(=O)c1c(CCOC=O)c(PP(=O)(O)O)cc([C@@H](Cl)[C@H](C)Cl)c1C2=O.CCOS(C)(=O)=O.CCOS(C)(=O)=O
2S+1 = 1
charge = 0
orbital gap = 8.0 eV
energy = -139257.9718 eV


Entry 2:
The following is a DFT calculation (ωB97M-V/def2-TZVPD) of a molecular structure, C42H51EuN4O6P2S3Te at a distorted geometry.

```
110
Properties=species:S:1:pos:R:3:forces:R:3:mulliken_spin:R:1
Eu 12.0559 11.4004 12.6766 0.8017 -0.6520 0.1576 6.11
O 14.0952 7.6613 14.1292 -0.4719 1.0375 0.0361 0.00
C 13.9373 8.8420 14.4737 1.2643 -1.7211 0.0775 0.01
O 13.3397 9.7474 13.8103 -1.1683 1.4003 -1.1692 -0.03
C 14.5550 9.2004 15.8290 -1.2111 0.6630 0.2240 0.00
C 15.5271 8.3483 16.3557 -0.0525 -0.3562 -0.8760 0.00
C 15.9345 8.4581 17.6637 -0.2747 0.3627 0.2639 0.00
C 15.3743 9.4618 18.4658 0.2617 -0.1881 -0.1421 0.00
C 14.4203 10.3478 17.9583 0.9374 -0.7148 0.5257 0.00
C 13.9900 10.2131 16.6413 0.6885 -0.4387 0.1466 0.00
P 12.7564 11.4472 16.1762 -0.4522 -0.1890 -2.5156 0.00
C 11.3719 11.0806 17.2200 -1.0561 0.5446 1.2162 0.00
C 10.4948 12.0750 17.6989 0.3329 0.3889 0.1010 0.00
C 9.3679 11.7490 18.4455 -0.4205 -0.6356 -0.5714 0.00
C 9.0006 10.3976 18.5843 0.1091 0.6840 0.8153 0.00
C 9.8577 9.4126 18.1339 -0.0573 -0.1581 0.0542 0.00
C 11.0312 9.7617 17.4799 0.4028 -1.0449 -0.7202 0.00
C 13.6010 12.9835 16.5438 -0.0652 0.7234 0.5276 -0.01
C 13.4422 13.8246 17.6644 -0.2259 -0.7214 -0.4455 0.00
C 14.1758 14.9952 17.7053 0.0794 0.4089 0.0573 0.00
C 15.0667 15.3283 16.6708 -0.2495 0.4352 0.9824 0.00
C 15.2295 14.5074 15.5754 0.3215 -0.1395 -0.0445 0.00
C 14.4685 13.3464 15.5121 0.0882 -0.1372 -0.4350 0.00
H 15.9213 7.5687 15.6891 -0.2621 0.3610 0.4084 0.00
H 16.6487 7.7393 18.0643 -0.0822 0.3299 0.0017 0.00
H 15.7461 9.5172 19.4790 -0.2453 0.2702 0.1833 0.00
H 14.0300 11.1430 18.5948 0.0507 -0.2445 -0.1281 0.00
H 10.7263 13.1262 17.4912 -0.1755 -0.3674 0.1496 0.00
H 8.7108 12.5125 18.8561 0.2083 0.0454 -0.1896 0.00
H 8.1019 10.1355 19.1522 0.3002 0.1012 -0.2901 0.00
H 9.6294 8.3667 18.3386 0.0635 0.1886 -0.2254 0.00
H 11.6611 8.9576 17.0602 -0.1928 0.4278 0.4880 0.00
H 12.7253 13.5381 18.4546 0.5848 0.3028 -0.4035 0.00
H 14.0481 15.6751 18.5530 0.1299 -0.2007 -0.3085 0.00
H 15.6211 16.2585 16.7827 -0.0147 -0.2061 -0.2148 0.00
H 15.9772 14.7583 14.8125 -0.5371 -0.1519 0.1959 0.00
H 14.5358 12.7002 14.6203 0.0755 0.2675 0.4704 0.00
S 11.3530 14.4402 13.5036 0.7002 -0.8122 0.0625 0.01
C 9.6516 14.2655 13.3276 -1.7794 -0.6360 1.7014 0.08
N 8.6864 14.4284 14.2678 2.4289 0.8360 -1.1519 -0.15
N 9.1545 14.9519 15.4104 -0.4405 -0.1750 0.8956 -0.06
C 8.3642 14.9449 16.5658 -0.8036 0.0062 -0.2471 0.02
C 7.0854 14.3562 16.5700 -0.0242 -0.6461 0.1285 -0.03
C 6.3343 14.3314 17.7533 -0.0492 -0.2009 -0.6639 0.01
C 6.8166 14.9389 18.8931 -0.0758 -0.0012 0.9894 -0.02
C 8.0609 15.5516 18.8896 0.5062 0.2525 -0.0419 0.01
C 8.8254 15.5625 17.7383 0.4155 0.0435 -0.8642 -0.02
N 9.0596 13.9240 12.1412 0.1522 -1.7218 -2.3254 -0.05
N 9.6672 13.1429 11.3069 1.0205 1.3822 3.4073 0.11
C 9.1675 13.2007 10.0434 -1.6426 0.2377 -2.0478 -0.02
C 9.3065 12.1067 9.1705 -0.0100 0.1092 0.7011 0.03
C 8.6268 12.1007 7.9725 -0.5766 0.1605 -1.1129 -0.02
C 7.8915 13.2161 7.5519 -0.0371 0.1170 0.7756 0.04
C 7.7785 14.3206 8.4050 -0.1618 0.4997 -0.6095 -0.02
C 8.4181 14.3350 9.6242 0.3606 -0.3974 1.0537 0.03
H 10.0922 15.3564 15.4741 -0.1665 -0.4922 -0.3314 0.01
H 6.7280 13.8183 15.6833 0.2033 0.4312 0.3689 0.00
H 5.3673 13.8072 17.7977 0.5177 0.3343 -0.2080 0.00
H 6.2558 14.9043 19.8282 0.0293 0.0197 -0.3086 0.00
H 8.4740 16.0288 19.7796 -0.2853 -0.1398 -0.1590 0.00
H 9.7905 16.0718 17.6553 -0.2219 -0.1408 0.4174 0.00
H 9.8915 11.2431 9.4706 0.0099 0.0824 0.0915 0.01
H 8.5962 11.2147 7.3283 0.3632 0.2852 0.2995 0.00
H 7.3555 13.2411 6.6117 0.1151 -0.2163 -0.0263 0.00
H 7.1793 15.1939 8.0932 0.3822 -0.5507 0.1809 0.00
H 8.3289 15.1414 10.3778 -0.0123 -0.4183 -0.9032 0.01
C 10.1452 6.9995 14.6683 -0.2234 0.1543 -0.4556 0.00
C 8.9892 7.8031 14.0570 -0.0885 -0.5641 0.6230 0.00
S 9.4304 8.8736 12.6526 0.0890 0.9606 1.2865 0.00
O 10.0737 10.1233 13.3488 0.0378 -0.7715 -1.0602 -0.01
C 7.7203 9.3304 12.2614 -0.1406 0.2092 -0.5462 0.00
C 7.2345 8.4201 11.1391 -0.0373 -0.4139 -0.4852 0.00
H 9.7254 6.2174 15.3067 0.0891 0.2290 0.0871 0.00
H 10.8183 7.6370 15.2331 0.0480 -0.0068 0.0547 0.00
H 10.7178 6.4990 13.8945 0.1853 -0.0664 -0.1241 0.00
H 8.5935 8.5051 14.7979 -0.0426 0.0487 -0.1166 0.00
H 8.1665 7.1002 13.7932 0.4933 0.6596 -0.3700 0.00
H 7.7149 10.3686 11.9334 0.3901 0.0809 -0.0201 0.00
H 7.0884 9.2801 13.1376 0.0612 -0.0447 0.3620 0.00
H 8.1000 8.0981 10.5331 -0.5045 0.1848 -0.0493 0.00
H 6.4918 8.9123 10.4938 0.4167 0.0060 0.2003 0.00
H 6.7466 7.5117 11.4962 0.1428 0.0163 0.1893 0.00
C 14.1308 5.5584 11.2805 -0.4526 -1.0858 0.7518 0.00
S 13.7584 7.1819 10.7109 -0.9976 0.7542 -0.7212 0.00
C 15.3092 8.0090 10.9073 0.4791 0.7888 -0.3205 0.00
H 15.1953 5.3783 11.3998 0.1057 0.1021 -0.0848 0.00
H 13.7317 4.8276 10.5676 0.1219 0.0708 0.1742 0.00
H 13.6448 5.4058 12.2609 0.3294 -0.0546 -0.3454 0.00
H 15.7329 7.7150 11.8552 0.1859 0.0945 0.3655 0.00
H 15.1360 9.1129 10.9147 0.1747 -0.9536 -0.0427 0.00
H 15.9886 7.7323 10.0883 -0.0856 0.2491 0.2527 0.00
C 12.1449 8.3705 7.5023 0.5478 0.0214 0.9270 0.00
C 12.8496 9.7029 7.2429 0.5312 -0.0529 0.2622 0.00
O 13.7581 10.0637 8.3686 -0.2692 0.0452 -0.3121 0.00
P 13.4258 11.2652 9.3548 0.4449 0.3261 1.1082 0.00
O 12.4073 10.7907 10.3773 -1.6304 -0.0293 0.8244 -0.02
Te 15.0686 12.1064 10.9663 -0.3271 -0.0325 -0.5630 -0.02
O 12.7554 12.3691 8.4280 0.0988 0.8242 -0.3388 0.00
C 13.4046 13.6048 7.8952 -0.2000 -0.5575 1.1549 0.00
C 12.3805 14.3665 7.0888 0.3667 -0.3109 -0.3256 0.00
H 11.5574 8.0384 6.6483 -0.1216 0.2851 -0.0911 0.00
H 11.5064 8.4852 8.4001 0.1560 -0.1087 -0.5305 0.00
H 12.8507 7.5576 7.7414 -0.0961 0.4663 -0.1008 0.00
H 12.1241 10.5055 7.1257 0.0118 0.0179 -0.0705 0.00
H 13.5246 9.7042 6.3756 -0.3587 -0.2042 0.1915 0.00
H 14.2653 13.2722 7.3152 -0.0365 0.1866 -0.1045 0.00
H 13.7465 14.1803 8.7714 -0.0167 -0.2648 -0.3495 0.00
H 12.0077 13.7226 6.3055 -0.1742 -0.1382 -0.3443 0.00
H 12.8221 15.2460 6.6179 0.1813 -0.0712 0.0741 0.00
H 11.5368 14.7001 7.6655 -0.2890 0.0260 0.5078 0.00
```
Positions in Å, forces in eV/Å.

highest occupied orbital energy (alpha / beta) = -6.704 / -6.876 eV
LUMO level (alpha / beta) = -2.6 / -0.7 eV
2S+1 = 7
charge = 0
orbital gap (alpha / beta) = 4.1 / 6.1 eV
energy = -140333.6614 eV
ΔE to the lowest compared entry with this formula, charge and spin = 0.0 kJ/mol